This record from OMol25 describes a molecular structure, C30H23F3LaN3O2P at a distorted geometry. The level of theory is ωB97M-V/def2-TZVPD.

Properties
spin multiplicity	1
total charge	+1
HOMO-LUMO gap	7.747	eV
HOMO	-11.127	eV

Each line ends with the Löwdin charge.
CARTESIAN COORDINATES (ANGSTROEM)
La -1.0089 -2.4832 -0.7230  2.136
N -0.6173 -0.1968 -1.8610  -0.062
P 1.6408 -0.7106 -0.2459  1.029
C 2.6916 0.7784 -0.3945  -0.390
C 2.6511 1.8328 0.5141  -0.110
C 3.4739 2.9308 0.3319  -0.066
C 4.3490 2.9785 -0.7471  -0.066
C 4.4136 1.9205 -1.6398  -0.072
C 3.5828 0.8220 -1.4651  -0.105
C 1.7001 -1.0501 1.5513  -0.385
C 2.9394 -0.9949 2.1888  -0.089
C 3.0696 -1.3786 3.5138  -0.057
C 1.9676 -1.8378 4.2205  -0.066
C 0.7344 -1.9121 3.5938  -0.071
C 0.6036 -1.5246 2.2695  -0.128
C -2.5604 0.4516 -0.4431  -0.184
C -3.4248 1.4744 -0.0777  0.028
C -4.7609 1.1844 0.1521  -0.014
C -5.2053 -0.1203 0.0076  -0.035
C -4.2767 -1.0922 -0.3047  -0.113
N -2.9797 -0.8290 -0.5079  -0.039
H 0.0221 0.2846 -2.4859  0.105
H 1.9994 1.7778 1.3765  0.104
H 3.4424 3.7512 1.0375  0.111
H 4.9873 3.8413 -0.8852  0.111
H 5.1147 1.9431 -2.4635  0.109
H 3.6287 -0.0127 -2.1547  0.096
H 3.8087 -0.6495 1.6431  0.111
H 4.0365 -1.3265 3.9968  0.113
H 2.0662 -2.1437 5.2530  0.111
H -0.1285 -2.2745 4.1377  0.111
H -0.3790 -1.5859 1.8061  0.053
H -3.0631 2.4868 0.0175  0.122
H -5.4478 1.9733 0.4278  0.124
H -6.2452 -0.3786 0.1437  0.118
H -4.5805 -2.1299 -0.3909  0.119
F -1.9641 6.8330 -1.2807  0.142
C -0.6731 6.4283 -1.3056  -0.581
F -0.1387 6.8874 -2.4473  0.151
F -0.0439 7.0318 -0.2853  0.144
C -0.6112 4.9285 -1.2098  -0.108
C -1.0085 4.1740 -2.3063  0.015
C -1.1056 2.7987 -2.1848  -0.001
C -0.8021 2.1778 -0.9740  -0.187
C -0.3702 2.9379 0.1022  -0.021
C -0.2725 4.3167 -0.0133  0.017
C -1.1133 0.7199 -0.8151  -0.358
C -0.1199 -0.3397 -0.4710  -0.677
H -1.2558 4.6597 -3.2411  0.132
H -1.4392 2.2030 -3.0266  0.127
H -0.1383 2.4533 1.0412  0.121
H 0.0559 4.9161 0.8247  0.128
O -2.0585 -4.6413 -1.8464  -0.109
C -1.3340 -5.3090 -1.0809  -0.555
C -1.2516 -6.8109 -0.9533  -0.066
C -0.2002 -7.0184 0.1427  -0.066
C 0.2094 -5.6093 0.5573  -0.483
O 0.9956 -5.2867 1.4080  0.096
N -0.4974 -4.6882 -0.2213  -0.139
H -0.9713 -7.2405 -1.9149  0.132
H -2.2323 -7.2110 -0.6968  0.131
H 0.6789 -7.5589 -0.2054  0.129
H -0.5837 -7.5523 1.0107  0.128

---

This record from OMol25 describes a molecular structure, C30H23IrN5Si at a distorted geometry. The level of theory is ωB97M-V/def2-TZVPD.

Properties
spin multiplicity	1
total charge	+1
HOMO-LUMO gap (spin up / spin down)	5.986 / 5.979	eV
HOMO (spin up / spin down)	-11.097 / -11.096	eV

Each line ends with the Löwdin charge.
CARTESIAN COORDINATES (ANGSTROEM)
Ir 0.6828 -0.2669 -0.0759  1.138
C 2.9242 2.7119 2.0103  -0.040
C 2.3247 2.7638 3.2792  -0.034
C 1.1331 2.1317 3.4660  0.019
C 0.5073 1.4163 2.4083  -0.319
N 1.1978 1.2386 1.2197  -0.092
C 2.3371 1.9369 1.0450  -0.163
N -0.7268 1.0215 2.6214  0.191
C -1.5384 0.3273 1.8568  -0.250
N -1.1688 -0.2960 0.6935  -0.016
C -2.2191 -1.0298 0.2081  -0.252
N -2.1491 -1.8361 -0.8231  0.184
C -1.1844 -2.0387 -1.6957  -0.323
C -1.4773 -2.9730 -2.7245  0.014
C -0.6166 -3.1704 -3.7627  -0.033
C 0.5728 -2.4279 -3.7960  -0.034
C 0.8433 -1.5802 -2.7536  -0.155
N 0.0365 -1.3915 -1.6934  -0.075
C -3.3403 -0.8397 1.0738  -0.088
C -4.6365 -1.3422 1.0566  0.016
C -5.4788 -0.9897 2.0920  -0.043
C -5.0531 -0.1461 3.1236  -0.042
C -3.7734 0.3762 3.1462  0.017
C -2.9095 0.0183 2.1181  -0.088
H 3.8235 3.2634 1.7962  0.113
H 2.7878 3.3208 4.0763  0.118
H 0.5996 2.1691 4.3987  0.120
H 2.7948 1.8623 0.0643  0.110
H -2.4176 -3.4933 -2.6534  0.120
H -0.8529 -3.8621 -4.5569  0.119
H 1.2623 -2.5201 -4.6176  0.116
H 1.7564 -0.9976 -2.7631  0.113
H -4.9433 -2.0017 0.2615  0.122
H -6.4866 -1.3766 2.1143  0.114
H -5.7418 0.0950 3.9181  0.113
H -3.4325 1.0234 3.9377  0.123
C 1.8257 -2.5948 4.9723  -0.072
C 0.7928 -2.6016 4.0482  -0.073
C 1.0356 -2.2169 2.7429  -0.142
C 2.3122 -1.8367 2.3295  -0.331
C 3.3339 -1.8111 3.2742  -0.108
C 3.0937 -2.1953 4.5835  -0.076
Si 2.6715 -1.5122 0.4809  0.682
C 2.4833 -3.1573 -0.4582  -0.347
C 1.4071 -4.0057 -0.2087  -0.113
C 1.3095 -5.2272 -0.8470  -0.071
C 2.2919 -5.6210 -1.7413  -0.071
C 3.3693 -4.7879 -1.9924  -0.078
C 3.4530 -3.5556 -1.3700  -0.123
H 1.6369 -2.8977 5.9908  0.107
H -0.2034 -2.9026 4.3363  0.107
H 0.2163 -2.2265 2.0330  0.068
H 4.3278 -1.5026 2.9849  0.095
H 3.9030 -2.1842 5.2978  0.107
H 4.0596 -1.0032 0.3332  -0.001
H 0.6397 -3.7195 0.4928  0.086
H 0.4608 -5.8640 -0.6458  0.110
H 2.2201 -6.5793 -2.2329  0.108
H 4.1534 -5.0918 -2.6690  0.107
H 4.2870 -2.9034 -1.5833  0.094

---

This record from OMol25 describes a molecular structure, C30H24BrCaN11O4. The level of theory is ωB97M-V/def2-TZVPD.

Properties
spin multiplicity	1
total charge	0
HOMO-LUMO gap	6.296	eV
HOMO	-6.885	eV

Each line ends with the Löwdin charge.
CARTESIAN COORDINATES (ANGSTROEM)
Ca 0.2731 0.2242 -0.2510  1.312
O -2.5616 4.9817 4.3804  -0.047
C -1.3709 4.9553 4.0232  -0.700
O -0.3658 5.5382 4.4533  -0.029
C -1.0944 3.9859 2.8407  -0.080
C -2.1517 3.4257 2.1338  0.003
C -1.8843 2.5453 1.1068  -0.146
N -0.6476 2.1896 0.7504  -0.030
C 0.3794 2.7490 1.4158  -0.189
C 0.1965 3.6425 2.4574  0.070
C 1.7857 2.3616 0.9684  -0.615
O 2.7402 2.6370 1.6690  0.067
O 1.8589 1.7097 -0.1616  -0.292
H -3.1605 3.6852 2.4251  0.113
H -2.6926 2.0920 0.5382  0.095
H 1.0423 4.0764 2.9709  0.129
N -2.4683 0.1008 -2.9517  0.127
C -2.2121 -1.1268 -2.3689  -0.307
C -3.2092 -2.1111 -2.4934  -0.011
C -2.9853 -3.3541 -1.9567  -0.055
C -1.7784 -3.6101 -1.3064  -0.053
C -0.8720 -2.5817 -1.2219  -0.166
N -1.0697 -1.3552 -1.7338  0.039
C -1.7125 1.2656 -3.0852  -0.290
C -2.1859 2.2100 -4.0065  -0.012
C -1.5149 3.4022 -4.1370  -0.054
C -0.3858 3.6316 -3.3573  -0.045
C 0.0083 2.6444 -2.4840  -0.127
N -0.6334 1.4698 -2.3436  0.054
H -3.3280 0.1252 -3.4737  0.132
H -4.1327 -1.8846 -3.0097  0.114
H -3.7404 -4.1240 -2.0434  0.114
H -1.5563 -4.5735 -0.8729  0.109
H 0.0742 -2.7265 -0.7167  0.030
H -3.0676 1.9987 -4.5973  0.112
H -1.8670 4.1487 -4.8360  0.114
H 0.1659 4.5576 -3.4139  0.111
H 0.8671 2.7716 -1.8358  0.096
N 3.6091 -0.2987 0.8957  0.196
C 2.8419 -0.9689 1.7592  -0.471
N 3.4568 -1.6781 2.7096  0.180
C 2.6570 -2.3330 3.5379  -0.446
N 3.2223 -3.0753 4.5022  0.171
N 1.3078 -2.3158 3.5024  0.175
C 0.8051 -1.5962 2.5218  -0.293
N 1.4887 -0.9231 1.5961  0.088
C -0.6880 -1.5196 2.4715  -0.191
C -1.4459 -2.0265 3.5174  0.008
C -2.8238 -1.9206 3.4511  -0.033
C -3.3998 -1.3273 2.3389  -0.034
C -2.5644 -0.8573 1.3412  -0.133
N -1.2382 -0.9401 1.4022  0.033
H 4.5729 -0.2047 1.1717  0.120
H 3.1903 0.4823 0.3786  0.064
H 4.2209 -3.0773 4.5968  0.107
H 2.6384 -3.5354 5.1747  0.105
H -0.9436 -2.4788 4.3582  0.111
H -3.4397 -2.2911 4.2593  0.115
H -4.4707 -1.2169 2.2467  0.111
H -2.9756 -0.3860 0.4545  0.106
Br 2.5998 -3.5969 -0.4061  0.818
C 2.8514 -2.3397 -1.8083  -0.715
C 3.8046 -2.6422 -2.7698  -0.105
C 4.0096 -1.7213 -3.7796  -0.049
C 3.2621 -0.5527 -3.7835  -0.039
C 2.3378 -0.3611 -2.7751  -0.118
N 2.1230 -1.2434 -1.7915  0.015
H 4.3628 -3.5642 -2.7130  0.100
H 4.7469 -1.9121 -4.5475  0.115
H 3.3937 0.2013 -4.5455  0.111
H 1.7435 0.5426 -2.7430  0.085

---

This record from OMol25 describes a molecular structure, C30H24BrN4O3Os at a distorted geometry. The level of theory is ωB97M-V/def2-TZVPD.

Properties
spin multiplicity	1
total charge	+1
HOMO-LUMO gap (spin up / spin down)	5.973 / 6.100	eV
HOMO (spin up / spin down)	-10.512 / -10.609	eV

Each line ends with the Löwdin charge.
CARTESIAN COORDINATES (ANGSTROEM)
Os -0.6228 0.2450 0.0384  1.600
Br 1.1836 6.6986 -3.0039  0.775
C 0.9488 5.2064 -1.8723  -0.687
C 0.6737 5.4063 -0.4997  -0.075
C 0.4487 4.3438 0.3266  0.014
C 0.4973 3.0115 -0.1525  -0.335
O 0.2813 2.0339 0.6611  -0.147
C 0.8107 2.8224 -1.5333  -0.126
C 0.9263 1.5551 -2.1023  -0.034
N 0.7227 0.4049 -1.4894  -0.051
C 1.0728 -0.8024 -2.1300  -0.203
C 1.9607 -0.9308 -3.1626  0.020
C 2.2080 -2.1878 -3.7509  -0.036
C 1.6179 -3.3164 -3.2600  -0.006
C 0.7492 -3.2226 -2.1487  -0.132
C 0.1552 -4.3472 -1.5329  0.030
C -0.6725 -4.1784 -0.4594  -0.013
C -0.9243 -2.8802 0.0054  -0.074
N -0.3854 -1.8149 -0.5447  -0.024
C 0.4656 -1.9574 -1.6057  -0.165
C 1.0316 3.9504 -2.3733  -0.070
H 0.6323 6.4151 -0.1099  0.114
H 0.2206 4.4854 1.3748  0.130
H 1.1672 1.5277 -3.1638  0.144
H 2.5136 -0.0717 -3.5198  0.122
H 2.8854 -2.2500 -4.5913  0.119
H 1.8154 -4.2887 -3.6925  0.125
H 0.3851 -5.3344 -1.9147  0.132
H -1.1234 -5.0234 0.0406  0.119
H -1.5756 -2.7124 0.8542  0.120
H 1.2736 3.7953 -3.4180  0.119
C -2.9414 -0.5066 3.6703  0.021
C -1.9168 -0.3356 2.6016  -0.254
N -2.1942 -0.0252 1.3741  -0.158
O -3.5299 0.0814 1.0682  -0.001
C -0.5073 -0.5168 2.8620  -0.253
C 0.0823 -0.8210 4.1982  0.007
N 0.2123 -0.3876 1.7815  -0.290
O 1.4371 -0.4987 1.6193  -0.015
H -3.9328 -0.2656 3.3050  0.084
H -2.6961 0.1402 4.5140  0.102
H -2.9390 -1.5346 4.0380  0.103
H -3.5377 0.4690 0.1742  0.085
H -0.1014 0.0035 4.8892  0.097
H 1.1560 -0.9549 4.0940  0.086
H -0.3467 -1.7268 4.6285  0.092
C -2.1783 1.2104 -5.2773  -0.067
C -1.9055 0.0428 -4.5321  -0.061
C -1.8623 0.0925 -3.1680  -0.056
C -2.0826 1.3081 -2.4709  -0.189
C -1.9605 1.4133 -1.0464  -0.249
C -2.3795 2.5733 -0.4301  -0.118
C -2.7475 3.7123 -1.1791  -0.054
C -2.7251 3.6707 -2.5413  -0.014
C -2.4215 2.4649 -3.2203  -0.162
C -2.4408 2.3850 -4.6360  -0.022
H -2.2035 1.1642 -6.3583  0.109
H -1.7352 -0.8958 -5.0443  0.109
H -1.6855 -0.8063 -2.5917  0.092
H -2.3727 2.6526 0.6514  0.112
H -3.0066 4.6273 -0.6617  0.116
H -2.9675 4.5527 -3.1227  0.123
H -2.6728 3.2799 -5.2014  0.119